Density functional theory data (ωB97M-V with the def2-TZVPD basis set) for an isolated molecule of C4H6N4 at a distorted geometry.

```
14
C4H6N4 | the Open Molecules 2025 dataset | ωB97M-V with the def2-TZVPD basis set
C -1.060 0.409 -1.346
C 0.422 -0.899 -0.119
C 1.365 -0.711 0.814
C -0.764 -0.043 0.147
H -0.904 1.465 -1.563
H -2.100 0.143 -1.568
H 2.346 -1.232 0.807
H 1.482 0.698 2.352
H 0.060 1.638 0.739
H -1.688 -0.581 0.351
N -0.237 -0.603 -2.179
N 0.571 -1.272 -1.451
N 0.840 0.128 1.755
N -0.330 0.859 1.261
```

For the maximum force, the calculation gives 2.89 eV Å⁻¹. For the lowest unoccupied orbital energy, the calculation gives 0.6216 eV. As for the orbital gap: 8.671 eV. The SMILES is C1=C2N=NC[C@@H]2NN1. For the energy above the lowest of the compared OMol25 structures with the same formula, charge and spin, the calculation gives 95.4 kcal/mol. For the total energy, the calculation gives -10201.802 eV.

Atomic partial charges in e from the Löwdin method, atoms 1 to 6:
1 C -0.112
2 C -0.300
3 C -0.066
4 C -0.261
5 H 0.099
6 H 0.096

Density functional theory data (ωB97M-V with the def2-TZVPD basis set) for a cluster of 3 separate species, C21H48N2O12P2S in total at a distorted geometry.

```
86
C21H48N2O12P2S | the Open Molecules 2025 dataset | ωB97M-V with the def2-TZVPD basis set
C -0.962 0.052 -2.387
C -1.784 -0.732 -3.492
O -1.824 -0.224 -4.645
N -2.468 -2.009 -3.313
C -1.421 -3.109 -3.329
C -3.107 -2.125 -1.978
C -4.483 -1.347 -1.840
C -4.745 -0.714 -0.407
C -4.730 -1.748 0.785
O -3.425 -2.317 1.083
S -2.529 -1.368 2.134
O -2.686 0.087 1.860
O -0.929 -1.697 1.657
C -0.612 -3.090 1.904
C -0.296 -3.913 0.584
N -1.182 -4.622 -0.058
H -0.081 -0.531 -1.973
H -1.643 0.297 -1.520
H -0.518 1.007 -2.808
H -0.965 -3.114 -2.287
H -0.646 -2.956 -4.128
H -2.005 -4.071 -3.440
H -3.343 -3.229 -1.833
H -2.389 -1.856 -1.143
H -5.386 -1.981 -2.127
H -4.452 -0.482 -2.582
H -5.798 -0.277 -0.438
H -4.038 0.156 -0.288
H -5.152 -1.346 1.757
H -5.406 -2.614 0.481
H 0.291 -3.145 2.578
H -1.534 -3.560 2.381
H 0.751 -3.920 0.168
H -2.068 -4.511 0.470
O 4.543 -1.652 -5.786
P 4.823 -1.994 -4.323
O 3.847 -3.324 -4.199
C 4.342 -4.556 -4.711
C 5.524 -5.082 -3.909
O 3.799 -0.851 -3.670
C 3.383 0.259 -4.474
C 2.115 -0.050 -5.253
O 5.363 -2.296 -2.729
C 6.608 -1.664 -2.390
C 6.552 -0.148 -2.487
H 4.620 -4.430 -5.763
H 3.524 -5.277 -4.666
H 6.386 -4.413 -3.993
H 5.829 -6.068 -4.268
H 5.270 -5.152 -2.850
H 4.192 0.573 -5.136
H 3.200 1.103 -3.800
H 2.128 -1.042 -5.709
H 1.965 0.688 -6.043
H 1.245 -0.027 -4.592
H 7.393 -2.056 -3.044
H 6.851 -1.960 -1.367
H 6.399 0.179 -3.520
H 7.486 0.295 -2.137
H 5.726 0.249 -1.894
O -1.397 4.216 6.875
P -1.380 4.441 5.363
O -1.745 6.055 5.359
C -0.692 6.971 5.634
C 0.360 6.987 4.534
O -2.901 3.823 5.069
C -3.507 2.964 6.039
C -4.311 3.747 7.065
O -1.181 4.527 3.668
C -0.415 3.449 3.102
C -1.041 2.086 3.341
H -0.234 6.725 6.597
H -1.139 7.963 5.721
H 0.877 6.025 4.469
H 1.110 7.758 4.725
H -0.101 7.173 3.563
H -2.751 2.338 6.517
H -4.171 2.279 5.501
H -3.790 4.640 7.417
H -4.540 3.120 7.930
H -5.251 4.091 6.626
H 0.597 3.479 3.519
H -0.338 3.638 2.030
H -1.049 1.833 4.407
H -0.480 1.307 2.822
H -2.074 2.066 2.996
```

For the maximum force, the calculation gives 9.00 eV Å⁻¹. For the lowest unoccupied orbital energy, the calculation gives -1.2918 eV. As for the orbital gap: 7.930 eV. For the energy above the lowest of the compared OMol25 structures with the same formula, charge and spin, the calculation gives 182.9 kcal/mol. For the total energy, the calculation gives -79513.978 eV.

Atomic partial charges in e from the Löwdin method, atoms 1 to 6:
1 C -0.008
2 C -0.413
3 O 0.032
4 N -0.137
5 C -0.063
6 C -0.228

Density functional theory data (ωB97M-V with the def2-TZVPD basis set) for an isolated molecule of CH4FN at a distorted geometry.

```
7
CH4FN | the Open Molecules 2025 dataset | ωB97M-V with the def2-TZVPD basis set
C 0.544 -0.307 -0.175
N -0.543 0.604 0.216
F -1.807 0.427 -0.408
H 0.853 -0.950 0.681
H 0.276 -0.671 -1.142
H 1.482 0.320 -0.421
H -0.806 0.576 1.248
```

For the maximum force, the calculation gives 2.79 eV Å⁻¹. For the lowest unoccupied orbital energy, the calculation gives 1.1159 eV. As for the orbital gap: 10.431 eV. The SMILES is CNF. For the energy above the lowest of the compared OMol25 structures with the same formula, charge and spin, the calculation gives 56.1 kcal/mol. For the total energy, the calculation gives -5306.680 eV.

Atomic partial charges in e from the Löwdin method, atoms 1 to 6:
1 C -0.114
2 N -0.118
3 F -0.132
4 H 0.079
5 H 0.064
6 H 0.092

Density functional theory data (ωB97M-V with the def2-TZVPD basis set) for an isolated molecule of C5H10FN3 at a distorted geometry.

```
19
C5H10FN3 | the Open Molecules 2025 dataset | ωB97M-V with the def2-TZVPD basis set
C 0.393 1.371 1.141
C 0.626 -0.069 0.938
C 2.030 -0.342 0.439
C -0.800 -1.698 -0.090
C -1.478 1.103 -1.603
N -0.647 1.795 0.539
N -0.212 -0.348 -0.150
N -1.213 0.781 -0.210
F 0.936 2.136 2.092
H 0.387 -0.643 1.868
H 2.129 0.086 -0.617
H 2.266 -1.503 0.333
H 2.791 -0.007 1.217
H -1.471 -1.867 -0.861
H 0.051 -2.402 -0.060
H -1.371 -1.745 0.923
H -1.479 0.128 -2.072
H -2.341 1.587 -1.841
H -0.597 1.637 -1.988
```

For the maximum force, the calculation gives 4.08 eV Å⁻¹. For the lowest unoccupied orbital energy, the calculation gives 1.0015 eV. As for the orbital gap: 9.067 eV. The SMILES is C[C@H]1C(F)=NN(C)N1C. For the energy above the lowest of the compared OMol25 structures with the same formula, charge and spin, the calculation gives 16.2 kcal/mol. For the total energy, the calculation gives -12531.932 eV.

Atomic partial charges in e from the Löwdin method, atoms 1 to 6:
1 C -0.321
2 C -0.387
3 C -0.061
4 C -0.042
5 C -0.049
6 N 0.155